# 1
This record from OMol25 describes a molecular structure, C41H36N5O8S2Tm. The level of theory is ωB97M-V/def2-TZVPD.

Last column: Mulliken spin population.
Positions of all 93 atoms, in Å:
Tm: -0.290 0.366 0.332  2.017
C: -2.496 0.511 -1.174  -0.003
C: -2.146 0.244 -2.513  0.002
C: -1.567 1.403 -3.063  -0.002
C: -1.512 2.380 -2.051  0.003
C: -2.088 1.843 -0.879  0.001
H: -3.141 -0.105 -0.566  0.000
H: -2.296 -0.701 -3.018  0.000
H: -1.149 1.489 -4.057  0.000
H: -1.101 3.376 -2.141  0.000
H: -2.368 2.410 0.000  -0.002
C: -2.117 -2.776 0.347  0.002
C: -1.160 -3.315 -0.675  0.000
C: -1.610 -4.257 -1.595  0.000
C: -0.732 -4.848 -2.491  0.000
C: 0.610 -4.507 -2.446  0.001
C: 1.090 -3.565 -1.539  -0.001
C: 2.561 -3.268 -1.543  0.000
C: 0.186 -2.930 -0.671  -0.002
N: 0.619 -1.859 0.179  0.000
C: 1.584 -2.196 1.050  0.000
O: 1.998 -3.318 1.353  0.001
C: 2.243 -1.018 1.743  0.000
C: 3.138 -1.235 2.775  -0.001
C: 3.652 -0.133 3.441  0.000
C: 3.247 1.143 3.076  0.000
C: 2.341 1.263 2.039  0.002
N: 1.884 0.208 1.370  0.000
C: 1.750 2.607 1.683  -0.004
O: 2.316 3.621 2.099  0.000
N: 0.604 2.525 0.984  -0.002
C: -0.004 3.799 0.751  -0.001
C: 0.394 4.600 -0.323  -0.001
C: 1.512 4.177 -1.231  0.001
C: -0.252 5.811 -0.543  0.000
C: -1.282 6.237 0.286  0.000
C: -1.641 5.456 1.369  0.001
C: -0.994 4.248 1.629  -0.002
C: -1.329 3.501 2.891  0.000
H: -3.154 -2.860 0.023  0.000
H: -1.937 -1.727 0.545  0.000
H: -2.003 -3.287 1.309  0.000
H: -2.662 -4.524 -1.600  0.000
H: -1.088 -5.565 -3.221  0.000
H: 1.309 -4.944 -3.151  0.000
H: 2.989 -3.467 -2.526  0.000
H: 3.068 -3.888 -0.801  0.000
H: 2.763 -2.228 -1.289  0.000
H: 3.384 -2.258 3.020  0.000
H: 4.347 -0.269 4.261  0.000
H: 3.587 2.046 3.564  0.000
H: 2.458 4.120 -0.686  0.000
H: 1.624 4.881 -2.056  0.000
H: 1.316 3.196 -1.664  0.000
H: 0.050 6.419 -1.390  0.000
H: -1.793 7.172 0.089  0.000
H: -2.431 5.778 2.040  0.000
H: -2.398 3.530 3.103  0.000
H: -0.798 3.948 3.737  0.000
H: -1.026 2.461 2.842  0.000
N: 1.177 0.567 -1.870  -0.002
C: 1.810 -0.232 -2.881  0.001
C: 1.061 -1.107 -3.654  0.000
C: 1.679 -1.857 -4.640  0.000
C: 3.054 -1.765 -4.863  0.000
C: 3.795 -0.886 -4.084  0.000
C: 3.174 -0.119 -3.104  -0.001
S: 3.830 -2.813 -6.090  0.000
O: 5.239 -2.456 -6.031  0.000
O: 3.173 -2.466 -7.340  0.000
O: 3.534 -4.164 -5.631  0.000
H: 0.381 1.060 -2.288  -0.001
H: 1.820 1.289 -1.563  0.000
H: 0.001 -1.222 -3.460  0.000
H: 1.092 -2.552 -5.228  0.000
H: 4.862 -0.818 -4.248  0.000
H: 3.758 0.567 -2.497  0.000
O: -0.392 -0.356 2.673  -0.003
C: -1.622 -0.264 2.828  0.002
N: -2.373 0.327 1.896  -0.006
S: -3.954 0.327 2.278  0.000
O: -4.704 -0.501 1.378  0.000
O: -4.422 1.657 2.547  0.000
C: -3.730 -0.528 3.810  0.001
C: -4.688 -0.918 4.726  0.000
C: -4.240 -1.602 5.850  0.000
C: -2.886 -1.879 6.041  0.000
C: -1.939 -1.474 5.107  0.000
C: -2.393 -0.796 3.993  -0.002
H: -5.738 -0.704 4.574  0.000
H: -4.959 -1.932 6.590  0.000
H: -2.574 -2.421 6.924  0.000
H: -0.883 -1.678 5.225  0.000

Results
E_HOMO (alpha / beta), eV: -3.46 / -3.46
Energy, eV: -118140.8488
Spin multiplicity: 3
Total charge: -2
Energy above the lowest of the compared OMol25 structures with the same formula, charge and spin, kJ/mol: 0.0
LUMO energy (alpha / beta), Ha: 0.128 / 0.128
Frontier orbital gap (alpha / beta), Eh: 0.2547 / 0.2549

=====

# 2
This record from OMol25 describes a molecular structure, C41H36N6O6PTa. The level of theory is ωB97M-V/def2-TZVPD.

Last column: Mulliken charge in e.
Positions of all 91 atoms, in Å:
Ta: -0.493 -0.319 0.149  1.638
C: 0.225 -3.811 1.023  -0.689
O: -0.780 -2.952 0.461  -0.208
C: -2.086 -3.228 0.802  1.189
C: -2.508 -4.377 1.446  -0.837
C: -3.862 -4.577 1.672  -0.902
C: -4.803 -3.645 1.252  -0.881
C: -4.385 -2.495 0.614  -0.599
C: -3.025 -2.276 0.405  0.289
N: -2.509 -1.130 -0.225  0.588
N: -3.349 -0.371 -0.809  -0.797
C: -3.015 0.632 -1.649  -0.153
C: -1.735 0.692 -2.251  1.131
O: -0.769 -0.004 -1.669  -0.591
C: -1.531 1.481 -3.392  -1.058
C: -2.513 2.344 -3.793  -0.776
C: -3.759 2.443 -3.121  0.768
C: -4.721 3.408 -3.482  -1.000
C: -5.908 3.494 -2.802  -0.643
C: -6.187 2.598 -1.758  -0.686
C: -5.274 1.636 -1.396  -0.755
C: -4.042 1.552 -2.059  0.948
H: -0.054 -4.855 0.920  0.598
H: 0.386 -3.562 2.074  0.425
H: 1.133 -3.633 0.462  -0.191
H: -1.810 -5.131 1.779  0.397
H: -4.182 -5.477 2.178  0.460
H: -5.856 -3.822 1.418  0.448
H: -5.090 -1.750 0.279  0.500
H: -0.577 1.416 -3.899  0.635
H: -2.331 2.988 -4.646  0.482
H: -4.505 4.082 -4.301  0.458
H: -6.637 4.245 -3.072  0.426
H: -7.130 2.671 -1.232  0.436
H: -5.487 0.947 -0.590  0.399
N: -2.138 -1.570 3.758  -0.468
N: -1.052 -0.768 4.118  -0.034
C: -0.227 -0.268 3.181  0.064
O: 0.682 0.498 3.396  -0.592
O: -0.470 -0.687 1.911  0.454
H: -2.992 -1.024 3.741  0.235
H: -2.237 -2.324 4.423  0.247
H: -0.977 -0.378 5.045  0.264
C: 3.926 -4.045 2.421  -0.763
C: 3.399 -2.961 3.112  -0.778
C: 2.879 -1.879 2.420  -0.596
C: 2.874 -1.887 1.023  0.934
C: 3.407 -2.973 0.332  -0.619
C: 3.935 -4.048 1.034  -0.506
P: 2.198 -0.435 0.152  1.297
C: 2.722 -0.650 -1.570  0.795
C: 3.824 -0.007 -2.122  -0.671
C: 4.205 -0.294 -3.424  -0.733
C: 3.488 -1.211 -4.179  -0.810
C: 2.369 -1.831 -3.642  -0.906
C: 1.985 -1.548 -2.342  -0.472
C: 3.158 0.888 0.966  0.625
C: 2.605 2.005 1.582  0.105
C: 3.427 2.947 2.181  -1.131
C: 4.803 2.780 2.174  -0.776
C: 5.357 1.646 1.600  -0.846
C: 4.541 0.694 1.011  -1.215
H: 4.348 -4.880 2.964  0.429
H: 3.409 -2.948 4.194  0.478
H: 2.497 -1.021 2.959  0.516
H: 3.425 -2.973 -0.750  0.447
H: 4.363 -4.881 0.491  0.483
H: 4.371 0.730 -1.555  0.531
H: 5.066 0.203 -3.851  0.478
H: 3.797 -1.441 -5.190  0.427
H: 1.798 -2.533 -4.236  0.519
H: 1.109 -2.037 -1.921  0.369
H: 1.538 2.120 1.652  0.481
H: 2.983 3.806 2.667  0.522
H: 5.445 3.519 2.635  0.461
H: 6.428 1.494 1.619  0.469
H: 4.986 -0.206 0.607  0.548
C: 1.146 4.726 -1.537  -1.005
N: 0.271 3.903 -0.703  0.330
C: -0.753 4.432 0.024  -0.181
C: -1.617 3.685 0.752  -1.372
C: -1.423 2.272 0.740  1.084
O: -2.152 1.368 1.209  -0.658
N: -0.322 1.798 0.101  0.661
C: 0.524 2.545 -0.682  -0.124
O: 1.422 2.028 -1.318  -0.512
H: 0.882 5.772 -1.417  0.421
H: 1.042 4.438 -2.582  0.291
H: 2.184 4.572 -1.246  0.286
H: -0.854 5.507 -0.025  0.487
H: -2.434 4.116 1.307  0.578

Results
E_HOMO, eV: -13.08
Energy, eV: -75156.5351
Total charge: +2
Energy above the lowest of the compared OMol25 structures with the same formula, charge and spin, kJ/mol: 265.7
LUMO energy, Ha: -0.251
Frontier orbital gap, Eh: 0.2295